C54H64F18N2O17 | ωB97M-V with the def2-TZVPD basis set

Summary:
SMILES   CCCOCc1c(F)c(C(F)(F)C(F)(F)C(F)(F)C(F)(F)C(F)(F)C(F)(F)C(F)(F)C(F)(F)F)cc2ncc(CC)nc12.O=C1CCCO1.O=C1CCCO1.O=C1CCCO1.O=C1CCCO1.O=C1CCCO1.O=C1CCCO1.O=C1CCCO1.O=C1CCCO1
HOMO-LUMO gap   8.721 eV
Multiplicity   1
HOMO energy   -0.325 Ha

```
155
C54H64F18N2O17 (ωB97M-V with the def2-TZVPD basis set)
C 0.43721 1.77901 2.43391
C -0.28931 1.19441 1.23509
C -0.04136 -0.30264 1.11997
O -0.93707 -0.97533 0.25230
C -0.86821 -0.52028 -1.07657
C 0.46777 -0.76510 -1.75257
C 1.16932 0.29212 -2.28168
F 0.65854 1.53075 -2.14826
C 2.40307 0.12814 -2.95700
C 3.12178 1.30476 -3.56604
F 2.16229 2.14997 -4.03603
F 3.84437 0.91817 -4.63434
C 3.95660 2.16191 -2.55728
F 3.30141 2.10606 -1.38523
F 3.95736 3.44715 -2.93930
C 5.41556 1.64308 -2.28307
F 5.43920 0.32084 -2.49488
F 5.66966 1.83325 -0.97467
C 6.51033 2.38296 -3.08220
F 6.64453 3.63669 -2.64997
F 6.05538 2.46062 -4.35875
C 7.89743 1.69351 -3.18665
F 7.80057 0.47877 -3.73855
F 8.59084 2.44709 -4.06095
C 8.75032 1.61987 -1.86880
F 8.30725 2.45606 -0.91802
F 9.99951 2.00478 -2.17531
C 8.88167 0.20165 -1.25676
F 7.71458 -0.45181 -1.23136
F 9.74756 -0.51390 -1.98930
C 9.43323 0.21346 0.20573
F 8.45809 0.51205 1.05167
F 9.84083 -1.02156 0.49486
F 10.46002 1.02977 0.34923
C 2.90115 -1.15781 -3.06525
C 2.23226 -2.26829 -2.51065
N 2.79940 -3.50734 -2.63585
C 2.13612 -4.47925 -2.08256
C 0.88124 -4.29260 -1.41956
C 0.18741 -5.48656 -0.82393
C 0.42757 -6.79362 -1.58886
N 0.29830 -3.12691 -1.30697
C 1.00384 -2.08883 -1.84979
H 1.51656 1.68672 2.27803
H 0.17555 2.81108 2.60270
H 0.19929 1.21286 3.33050
H -1.35432 1.41892 1.24334
H 0.09708 1.64293 0.31537
H 1.00914 -0.49652 0.86837
H -0.19994 -0.74982 2.10233
H -1.60153 -1.10498 -1.63316
H -1.17953 0.50863 -1.18396
H 3.83137 -1.30631 -3.59254
H 2.56769 -5.46723 -2.14223
H 0.55285 -5.58198 0.20217
H -0.88055 -5.27154 -0.76131
H 0.63838 -6.64298 -2.64678
H 1.31607 -7.26663 -1.18025
H -0.36525 -7.51144 -1.43327
O 0.62383 -8.81261 0.50138
C 1.57944 -9.16049 1.12783
O 2.83279 -8.71810 0.85337
C 3.78975 -9.38344 1.69492
C 2.99325 -9.86976 2.89822
C 1.62452 -10.14726 2.27937
H 4.23283 -10.20626 1.12971
H 4.57410 -8.68029 1.96404
H 3.44316 -10.72943 3.39072
H 2.90757 -9.06827 3.63312
H 1.55344 -11.15741 1.87382
H 0.80738 -9.96526 2.97099
O -1.92242 2.71244 3.45926
C -2.36388 2.69983 4.57412
O -1.87650 1.90019 5.54949
C -2.69363 2.01946 6.72869
C -3.39794 3.36539 6.59752
C -3.54173 3.49470 5.08449
H -3.39884 1.18588 6.73987
H -2.06110 1.96160 7.61289
H -4.33944 3.40888 7.14197
H -2.75525 4.16320 6.97413
H -4.45099 3.01827 4.71932
H -3.49744 4.52725 4.74156
O -5.06710 0.57851 4.62544
C -5.47015 0.77126 3.51485
O -6.63453 1.41220 3.25607
C -6.89414 1.40407 1.84025
C -5.53475 1.19732 1.18445
C -4.81376 0.33829 2.21932
H -7.58971 0.59033 1.62259
H -7.35926 2.34692 1.56163
H -5.59731 0.74586 0.19650
H -5.02155 2.15496 1.08370
H -4.99920 -0.72715 2.07471
H -3.74391 0.52978 2.24741
O -4.01557 6.50773 3.91631
C -3.74633 6.35031 2.75816
O -3.13610 5.23916 2.30664
C -2.83747 5.35815 0.90663
C -3.80824 6.41289 0.38839
C -3.97657 7.31634 1.61074
H -1.79433 5.66333 0.80153
H -2.96644 4.38822 0.43135
H -3.44861 6.92703 -0.50085
H -4.76412 5.94670 0.14354
H -3.21499 8.09612 1.65458
H -4.96642 7.75928 1.67321
O -2.90549 2.13550 -1.44325
C -2.80684 2.09803 -2.63559
O -2.36540 0.99963 -3.30459
C -2.25368 1.30113 -4.70943
C -3.17945 2.48344 -4.94783
C -3.09521 3.21877 -3.61569
H -1.20915 1.53889 -4.92622
H -2.54181 0.42222 -5.28245
H -2.89392 3.08750 -5.80596
H -4.19914 2.12734 -5.10742
H -2.26377 3.92541 -3.59220
H -4.02139 3.72383 -3.35696
O -2.59492 -4.57427 -1.62103
C -2.45926 -4.48209 -2.80327
O -2.00656 -5.50182 -3.57421
C -1.83639 -5.05909 -4.93006
C -2.73986 -3.84035 -5.07017
C -2.69636 -3.25406 -3.66033
H -0.78245 -4.81423 -5.08337
H -2.11024 -5.86777 -5.60353
H -2.41472 -3.15393 -5.84998
H -3.75692 -4.15815 -5.30496
H -1.85602 -2.57011 -3.52401
H -3.62394 -2.76405 -3.37882
O -0.65672 0.43554 9.96600
C -1.34891 -0.50318 9.70436
O -1.25818 -1.19226 8.54375
C -2.29260 -2.18797 8.47476
C -2.69800 -2.44309 9.92117
C -2.46649 -1.07416 10.55863
H -3.11468 -1.79041 7.87576
H -1.89843 -3.07416 7.98365
H -3.71532 -2.81634 10.02145
H -2.02552 -3.17537 10.37059
H -3.34003 -0.42716 10.46760
H -2.15812 -1.14380 11.59752
O -1.58790 5.05569 -6.25326
C -0.41557 5.30351 -6.24577
O 0.06786 6.54264 -6.00426
C 1.50081 6.55709 -6.15866
C 1.92774 5.10846 -5.97738
C 0.72804 4.34780 -6.52498
H 1.73859 6.94087 -7.15298
H 1.93174 7.22241 -5.41494
H 2.86710 4.87273 -6.47355
H 2.04451 4.88746 -4.91543
H 0.79653 4.18770 -7.60210
H 0.57360 3.40131 -6.01364
```

C54H69AsBrN4O5PS2Ti | ωB97M-V with the def2-TZVPD basis set

Summary:
Energy above the lowest of the compared OMol25 structures with the same formula, charge and spin   41.4 kcal per mole
HOMO-LUMO gap   6.511 eV
Multiplicity   1
HOMO energy   -0.259 Ha

```
138
C54H69AsBrN4O5PS2Ti (ωB97M-V with the def2-TZVPD basis set)
Ti -0.24064 -0.97108 -0.00479
O -0.86697 1.49170 -5.23369
C -2.02429 0.95528 -4.72332
C -3.10066 0.85795 -5.59308
C -4.30802 0.34676 -5.14737
C -4.44741 -0.06166 -3.82842
C -3.37234 0.04754 -2.96188
C -2.15208 0.54684 -3.39383
C -0.98106 0.71788 -2.44350
O -1.07481 0.03028 -1.28090
N -0.84546 2.21255 -2.25573
N -1.20079 2.69746 -1.05986
C -1.60189 3.91268 -1.03030
C -2.21847 4.49772 0.15691
Br -2.88318 3.22294 1.40769
C -2.46430 5.78989 0.38440
C -2.00583 6.92456 -0.43184
C -2.80548 8.07005 -0.48684
C -2.43701 9.16029 -1.25740
C -1.25199 9.13350 -1.98005
C -0.42859 8.01972 -1.90322
C -0.79500 6.92777 -1.13082
H -0.15571 1.40984 -4.59277
H -2.97124 1.19861 -6.61308
H -5.13831 0.26725 -5.83698
H -5.39159 -0.45724 -3.47661
H -3.45574 -0.25638 -1.92664
H -0.07455 0.38271 -2.96393
H -1.24935 2.73971 -3.02478
H -1.58193 4.53607 -1.92695
H -3.07830 6.03802 1.24269
H -3.73309 8.08824 0.07362
H -3.07490 10.03452 -1.29138
H -0.96708 9.97899 -2.59325
H 0.51155 8.00384 -2.44073
H -0.12271 6.08510 -1.03550
C 0.65482 2.16538 4.24059
C 1.37224 2.80052 3.04504
C 2.40518 3.80273 3.57198
P 1.87029 1.52764 1.69573
C 3.58061 2.23151 1.31503
C 3.38930 3.35212 0.28640
C 4.64348 1.24294 0.84080
C 2.26638 0.04972 2.68822
C 3.06712 0.23011 3.82297
C 3.26781 -0.74186 4.78147
C 4.11825 -0.49017 5.99899
C 2.60503 -1.95198 4.59337
C 1.87438 -2.18024 3.45081
C 1.70991 -1.21663 2.43789
N 1.09452 -1.68379 1.21358
C 1.59484 -3.02777 0.94134
C 0.77810 -4.17478 0.91016
C -0.65472 -4.18308 1.33951
C 1.33200 -5.40541 0.56332
C 2.67813 -5.57339 0.30282
C 3.24945 -6.90827 -0.09482
C 3.49242 -4.46013 0.43120
C 2.98397 -3.21006 0.74006
C 3.95370 -2.06235 0.81427
H -0.04972 2.88430 4.66910
H 1.37042 1.89254 5.01754
H 0.10454 1.27058 3.97274
H 0.64719 3.40663 2.50823
H 3.19222 3.33241 4.16610
H 1.87737 4.49328 4.23572
H 2.86475 4.40053 2.78465
H 3.95909 2.66241 2.24004
H 3.02508 2.92568 -0.65094
H 4.33679 3.86387 0.09446
H 2.65877 4.09148 0.62530
H 4.35548 0.76522 -0.09371
H 4.82582 0.47093 1.58867
H 5.58037 1.78316 0.67040
H 3.55235 1.19147 3.95103
H 4.40768 0.55888 6.05926
H 5.02888 -1.09266 5.97496
H 3.57179 -0.75281 6.90652
H 2.67051 -2.72752 5.34885
H 1.38531 -3.13724 3.32425
H -0.73787 -3.89876 2.38606
H -1.07654 -5.18008 1.22200
H -1.27081 -3.49342 0.78214
H 0.67628 -6.26885 0.52607
H 2.46682 -7.66151 -0.17813
H 3.98186 -7.25117 0.63868
H 3.75574 -6.83617 -1.05966
H 4.56184 -4.56302 0.26944
H 4.86047 -2.28948 0.25072
H 4.23856 -1.86519 1.85179
H 3.50999 -1.15346 0.41712
C 2.14143 -2.83944 -2.18047
C 0.65163 -3.00524 -2.24751
C 0.04680 -3.80170 -3.18178
C -1.34621 -3.76954 -2.93243
C -1.55026 -2.95038 -1.85722
C -2.91481 -2.68002 -1.28467
N -0.31834 -2.45984 -1.39823
H 2.60959 -3.80893 -2.01159
H 2.45469 -2.17097 -1.39400
H 2.52270 -2.46386 -3.13383
H 0.55604 -4.35878 -3.95550
H -2.11701 -4.28970 -3.48161
H -2.95235 -1.76747 -0.70986
H -3.62919 -2.60115 -2.10380
H -3.24045 -3.49955 -0.63845
C -7.45845 1.76392 2.76389
C -6.12964 1.06069 2.67298
C -5.52873 0.82648 1.44064
C -4.30667 0.17611 1.36026
C -3.67331 -0.22418 2.52383
C -4.26038 -0.01296 3.76338
C -5.48406 0.62654 3.83149
S -2.13983 -1.10815 2.49698
O -2.45606 -2.40720 3.01166
O -1.11849 -0.38097 3.19459
O -1.77848 -1.14408 1.00476
H -7.76938 2.14129 1.79098
H -7.40261 2.60162 3.46026
H -8.22665 1.07902 3.12813
H -6.02221 1.16605 0.53769
H -3.82732 0.00713 0.40464
H -3.75065 -0.35071 4.65797
H -5.95011 0.79678 4.79512
C 2.54833 2.22888 -3.83068
As 2.60763 0.38711 -3.21479
C 1.93435 -0.64988 -4.73607
C 4.50756 0.00790 -3.28204
S 1.93906 0.34257 -1.20314
H 2.64552 2.29131 -4.91394
H 3.37017 2.76120 -3.35364
H 1.61334 2.68409 -3.50802
H 1.82132 0.01996 -5.58742
H 0.98462 -1.13778 -4.51626
H 2.67135 -1.41423 -4.97235
H 4.89400 0.16338 -4.28848
H 4.66988 -1.02386 -2.97411
H 5.01362 0.66964 -2.58134
```

C54H70BN10O4 | ωB97M-V with the def2-TZVPD basis set

Summary:
HOMO-LUMO gap   7.487 eV
Multiplicity   1
Charge   +1
HOMO energy   -0.371 Ha

```
139
C54H70BN10O4 (ωB97M-V with the def2-TZVPD basis set)
C 2.97391 1.11326 2.02127
C 2.65768 0.86180 3.50397
C 3.83427 0.33357 4.34031
O 3.67834 -0.99178 4.84188
C 3.78331 -2.05716 3.91361
C 2.37685 -2.58424 3.62623
C 2.31777 -3.91864 2.85289
C 1.78832 -3.70888 1.42062
N 0.40065 -4.09303 1.28609
C -0.28478 -3.40609 0.16761
C -1.32782 -2.46429 0.72849
C -2.67222 -2.81704 0.74104
C -3.60282 -1.94034 1.30225
C -3.17715 -0.73761 1.84070
C -1.84329 -0.36494 1.81517
C -0.92028 -1.23929 1.25331
O 0.41879 -0.88295 1.21202
C 4.55182 -3.16831 4.68148
N 5.70148 -3.69819 3.88166
C 6.57969 -2.54976 3.51889
C 5.82233 -1.70305 2.48551
B 6.17931 -2.31998 1.04895
O 5.57035 -3.51787 0.65638
O 7.12587 -1.75820 0.25096
C 6.53711 -0.87490 -0.74880
C 7.21565 -1.06220 -2.08044
N 4.36901 -1.73174 2.65051
H 2.69560 0.25927 1.40833
H 4.01062 1.39992 1.87128
H 2.34850 1.93444 1.67419
H 2.38977 1.83180 3.91957
H 1.78047 0.23430 3.62938
H 3.87636 0.95050 5.23381
H 4.78650 0.49342 3.83559
H 1.88325 -2.69744 4.58929
H 1.79047 -1.85361 3.07433
H 3.27518 -4.43668 2.75354
H 1.62749 -4.58323 3.36352
H 1.94124 -2.68228 1.10068
H 2.41218 -4.32507 0.74523
H 0.30329 -5.09383 1.18689
H -0.77328 -4.16208 -0.44273
H 0.42936 -2.86944 -0.45582
H -2.99866 -3.75807 0.32523
H -4.64240 -2.23102 1.31566
H -3.86346 -0.04422 2.30388
H -1.53298 0.57526 2.25098
H 0.46388 0.06509 1.04201
H 3.89695 -3.95748 5.02916
H 4.99109 -2.72145 5.56859
H 5.39354 -4.21252 3.05048
H 6.24621 -4.31772 4.48022
H 6.84359 -1.97925 4.40329
H 7.49663 -2.93215 3.07435
H 6.17333 -0.67219 2.46215
H 4.70108 -3.39677 0.25887
H 6.65602 0.14260 -0.38862
H 5.47477 -1.11293 -0.85618
H 8.20290 -0.61146 -2.05997
H 6.63204 -0.52800 -2.82905
H 7.25025 -2.10528 -2.37374
H 3.88664 -2.18537 1.89510
N -0.78696 -7.47202 1.46375
C -1.44917 -7.46528 2.62037
C -1.91810 -8.61123 3.24319
C -1.69053 -9.83280 2.63070
C -1.00540 -9.85832 1.42679
C -0.57582 -8.65566 0.88872
H -1.60920 -6.48757 3.06292
H -2.44883 -8.54571 4.18272
H -2.04231 -10.75049 3.08382
H -0.80797 -10.78935 0.91419
H -0.03492 -8.63176 -0.05081
N -2.24858 2.30136 4.24349
C -1.35477 1.86798 5.13045
C -1.42663 2.13304 6.48874
C -2.48665 2.89450 6.95403
C -3.42573 3.35455 6.04612
C -3.26198 3.03003 4.70802
H -0.53977 1.27603 4.72471
H -0.67192 1.75206 7.16305
H -2.57949 3.12492 8.00742
H -4.26825 3.95179 6.36556
H -3.97649 3.36825 3.96558
N -0.00695 1.76698 -1.24609
C 0.18325 0.61975 -1.89916
C 1.06182 0.47703 -2.96019
C 1.78406 1.58760 -3.36958
C 1.60036 2.78692 -2.70139
C 0.69741 2.82236 -1.64853
H -0.40829 -0.22279 -1.54987
H 1.17611 -0.47724 -3.45532
H 2.47702 1.51908 -4.19879
H 2.14113 3.67762 -2.98971
H 0.52232 3.74042 -1.09826
N -2.36398 -0.92141 -5.71380
C -1.41787 -0.17380 -5.14818
C -1.05026 1.08231 -5.60546
C -1.70182 1.59041 -6.71801
C -2.68810 0.82717 -7.32006
C -2.98041 -0.41677 -6.77959
H -0.93794 -0.61373 -4.28354
H -0.27793 1.64838 -5.10620
H -1.44554 2.56879 -7.10916
H -3.22181 1.18705 -8.18928
H -3.74818 -1.04494 -7.21809
N -4.02907 2.46015 -2.41275
C -3.15312 2.05215 -1.49568
C -3.25018 2.35265 -0.14981
C -4.31581 3.12555 0.27952
C -5.23937 3.56326 -0.65641
C -5.05009 3.20241 -1.98332
H -2.33449 1.45448 -1.86087
H -2.50710 1.98871 0.54451
H -4.42683 3.38360 1.32550
H -6.08228 4.17236 -0.36293
H -5.75029 3.52174 -2.74794
N -6.79101 6.50560 0.77207
C -6.56580 7.61605 1.47164
C -7.56368 8.49690 1.85964
C -8.87011 8.21113 1.49840
C -9.12345 7.06122 0.76908
C -8.05313 6.24597 0.43475
H -5.52959 7.80454 1.73069
H -7.32113 9.38341 2.42910
H -9.67785 8.87403 1.78049
H -10.12763 6.80003 0.46528
H -8.21047 5.33485 -0.13355
N -0.19008 4.03556 -9.14534
C -0.00628 2.89141 -9.80425
C 0.86053 2.74975 -10.87661
C 1.57838 3.85864 -11.29325
C 1.40125 5.05651 -10.62131
C 0.51082 5.08977 -9.55891
H -0.58753 2.04726 -9.44812
H 0.96852 1.79412 -11.37079
H 2.26457 3.79018 -12.12756
H 1.93994 5.94750 -10.91261
H 0.34477 6.00784 -9.00594
```